# 1
An isolated molecule of C5H10O at a distorted geometry, computed with wB97M-V/def2-TZVPD.

Cartesian coordinates (Å):
C 1.828 0.795 0.472
C 1.049 0.050 -0.596
C -0.480 -0.141 -0.317
C -0.901 -1.572 -0.084
C -1.737 0.828 0.265
O -1.154 0.862 -0.996
H 1.811 0.224 1.403
H 1.368 1.771 0.649
H 2.874 0.959 0.187
H 1.543 -0.916 -0.809
H 1.118 0.613 -1.543
H -1.971 -1.646 -0.265
H -0.330 -2.330 -0.636
H -0.751 -1.777 0.991
H -1.417 1.397 1.129
H -2.849 0.880 0.150

Values from the calculation:
ΔE to the lowest compared entry with this formula, charge and spin: 75.9 kcal per mole
Kohn-Sham gap: 9.835 eV
SMILES: CC[C@@]1(C)CO1
HOMO energy: -8.8 eV
E_LUMO: 1.019 eV
Strongest force on any atom: 1.6 eV/A



# 2
An isolated molecule of C5H10O, computed with wB97M-V/def2-TZVPD.

Cartesian coordinates (Å):
C -0.931 -0.804 -0.850
C -0.035 0.062 0.046
C 0.438 1.277 -0.754
C 1.059 -0.868 0.594
C -0.784 0.559 1.285
O -1.293 -0.171 2.105
H -1.706 -0.209 -1.344
H -0.306 -1.253 -1.633
H -1.400 -1.610 -0.279
H -0.423 1.680 -1.299
H 1.209 1.039 -1.495
H 0.813 2.084 -0.113
H 0.536 -1.620 1.188
H 1.593 -1.380 -0.215
H 1.781 -0.369 1.247
H -0.782 1.668 1.429

Values from the calculation:
ΔE to the lowest compared entry with this formula, charge and spin: 8.9 kcal per mole
Kohn-Sham gap: 10.607 eV
SMILES: CC(C)(C)C=O
HOMO energy: -9.8 eV
E_LUMO: 0.841 eV
Strongest force on any atom: 0.9 eV/A



# 3
An isolated molecule of C5H10O at a distorted geometry, computed with wB97M-V/def2-TZVPD.

Cartesian coordinates (Å):
C -1.814 -0.951 -0.052
O -1.140 0.093 0.627
C -0.615 0.989 -0.315
C 0.726 1.581 -0.092
C 0.834 0.167 -0.489
C 1.437 -0.795 0.571
H -1.690 -1.869 0.529
H -1.473 -1.143 -1.087
H -2.871 -0.681 -0.101
H -1.404 1.735 -0.606
H 0.999 1.906 0.901
H 1.039 2.238 -0.902
H 1.019 -0.158 -1.493
H 1.100 -1.835 0.520
H 1.326 -0.459 1.612
H 2.528 -0.817 0.378

Values from the calculation:
ΔE to the lowest compared entry with this formula, charge and spin: 88.7 kcal per mole
Kohn-Sham gap: 9.435 eV
SMILES: CO[C@H]1C[C@H]1C
HOMO energy: -8.2 eV
E_LUMO: 1.187 eV
Strongest force on any atom: 2.0 eV/A



Q: Which value of Kohn-Sham gap does entry 2 give?
A: 10.607 eV



Please write out number 2 again, unchanged.
An isolated molecule of C5H10O, computed with wB97M-V/def2-TZVPD.

Cartesian coordinates (Å):
C -0.931 -0.804 -0.850
C -0.035 0.062 0.046
C 0.438 1.277 -0.754
C 1.059 -0.868 0.594
C -0.784 0.559 1.285
O -1.293 -0.171 2.105
H -1.706 -0.209 -1.344
H -0.306 -1.253 -1.633
H -1.400 -1.610 -0.279
H -0.423 1.680 -1.299
H 1.209 1.039 -1.495
H 0.813 2.084 -0.113
H 0.536 -1.620 1.188
H 1.593 -1.380 -0.215
H 1.781 -0.369 1.247
H -0.782 1.668 1.429

Values from the calculation:
ΔE to the lowest compared entry with this formula, charge and spin: 8.9 kcal per mole
Kohn-Sham gap: 10.607 eV
SMILES: CC(C)(C)C=O
HOMO energy: -9.8 eV
E_LUMO: 0.841 eV
Strongest force on any atom: 0.9 eV/A



Q: Among the records above, which one has the lowest E_LUMO?
A: number 2